16
Properties=species:S:1:pos:R:3:forces:R:3:nbo_charge:R:1 method="wB97M-V/def2-TZVPD" lumo_ha=-0.049 homo_lumo_gap_ev=6.6831 e_above_lowest_kcal_mol=280.3 total_charge=0
C 1.04809 -0.74091 0.00885 -2.158 -1.488 -0.864 0.16
C -1.18059 -0.49940 0.05331 1.221 -1.825 -1.914 0.44
C 0.82416 0.52930 -0.13431 -1.867 5.495 1.203 0.37
H 2.55704 -1.81842 0.86224 -0.519 0.770 -2.832 0.39
H 2.49697 -1.81682 -0.91507 0.140 -0.919 -0.735 0.39
H -2.17677 -1.88159 0.95987 -1.399 2.896 -3.044 0.42
H -2.96837 -1.87828 -0.83353 2.644 3.462 3.360 0.38
H -0.84924 2.51317 1.76186 -0.719 -0.586 -2.229 0.00
H -2.68554 1.53278 -0.69278 3.905 1.333 1.912 0.32
H 2.44690 1.53681 -0.36105 -2.755 0.761 2.108 0.50
N 2.26849 -1.35249 -0.07992 1.498 -0.632 4.229 -0.86
N -0.22700 -1.34307 0.05462 2.833 -2.300 0.552 -0.47
N -2.43394 -1.05093 0.15848 -3.554 -4.558 0.673 -0.85
N -0.67512 0.74807 -0.21638 3.215 -1.196 0.542 -0.25
N -1.13742 1.94449 -0.20510 -4.590 1.066 0.493 -0.30
O 1.55799 1.68200 0.20868 2.107 -2.280 -3.455 -0.66

=====

82
Properties=species:S:1:pos:R:3:forces:R:3:lowdin_charge:R:1 method="wB97M-V/def2-TZVPD" lumo_ha=-0.203 homo_lumo_gap_ev=7.6301 e_above_lowest_kcal_mol=0.0 total_charge=+2
Pt 0.49565 -0.08729 -0.49761 -0.224 0.158 -0.243 0.88
C -4.33967 -0.97995 0.99904 0.018 0.117 -0.020 -0.14
As -2.86002 -1.22983 -0.18411 -0.129 -0.075 -0.181 1.31
C -3.29745 -0.66329 -1.95358 0.081 0.028 -0.007 -0.16
C -2.62733 -3.16092 -0.12713 0.067 0.142 0.120 -0.22
C -1.43780 -3.98891 -0.62339 0.012 0.001 -0.066 -0.64
C -1.88646 -5.45558 -0.50371 -0.001 0.000 -0.030 -0.04
C -0.21617 -3.84633 0.30974 -0.071 -0.010 0.032 -0.31
As 1.09353 -2.44975 -0.04422 -0.034 0.012 0.135 1.03
C 2.21791 -3.21874 -1.43952 -0.039 0.010 -0.032 -0.27
C 2.26272 -2.69979 1.47753 0.071 0.027 -0.068 -0.25
C -1.08844 -3.63207 -2.07300 -0.011 0.013 -0.005 -0.39
As -2.31266 -3.75738 -3.66719 0.026 -0.043 -0.025 1.15
C -1.86571 -5.58364 -4.20174 -0.006 -0.001 0.015 -0.33
C -4.13142 -4.16612 -3.02258 -0.016 0.037 -0.001 -0.34
H -5.10912 -1.68280 0.67652 -0.001 -0.005 0.004 0.07
H -4.72156 0.03708 0.95417 0.024 -0.022 -0.013 0.06
H -4.02984 -1.22220 2.01470 0.011 0.018 0.000 0.07
H -4.24525 -1.12415 -2.23233 0.022 -0.004 0.009 0.05
H -2.51895 -0.97771 -2.64835 0.001 0.011 -0.001 0.03
H -3.39806 0.41940 -1.96742 -0.025 -0.001 0.025 0.04
H -3.48837 -3.37064 -0.77666 -0.029 -0.069 0.093 0.07
H -2.91178 -3.43331 0.89166 0.085 0.034 0.032 0.11
H -2.04982 -5.72868 0.54053 -0.001 0.004 -0.002 0.10
H -1.10517 -6.10510 -0.89943 0.000 -0.003 0.000 0.10
H -2.79999 -5.65773 -1.05649 -0.019 -0.007 -0.009 0.06
H 0.35516 -4.77695 0.29091 0.006 -0.001 -0.031 0.09
H -0.53781 -3.70521 1.34519 0.017 0.019 -0.010 0.09
H 2.15216 -4.30588 -1.42184 0.025 -0.001 0.022 0.04
H 3.25609 -2.94758 -1.24154 -0.002 0.014 -0.022 0.03
H 1.92826 -2.86492 -2.42770 -0.005 -0.009 -0.005 0.03
H 2.68238 -3.70524 1.45911 -0.002 0.015 0.008 0.05
H 1.70390 -2.53563 2.39011 -0.078 -0.011 0.090 0.02
H 3.06594 -1.96470 1.42779 0.014 -0.034 -0.019 0.02
H -0.25009 -4.26140 -2.38420 0.019 0.022 -0.002 0.06
H -0.71474 -2.60035 -2.10245 -0.004 0.005 0.008 0.01
H -0.82893 -5.61864 -4.53274 0.000 0.003 0.005 0.03
H -2.49888 -5.85860 -5.04393 0.002 0.002 -0.003 0.03
H -2.01730 -6.29816 -3.39430 -0.003 -0.003 0.000 0.02
H -4.65997 -3.28018 -2.66750 0.016 -0.026 0.000 0.00
H -4.20326 -4.96212 -2.28555 -0.001 -0.014 0.002 0.02
H -4.65906 -4.49928 -3.91724 -0.005 0.007 0.000 0.03
N 2.30286 0.26090 -1.33714 0.054 -0.040 0.092 -0.04
C 3.10917 1.00784 -0.37292 -0.007 0.012 0.016 -0.24
C 4.28600 0.46637 0.10655 -0.008 -0.004 -0.034 -0.03
C 5.02435 1.18051 1.03898 -0.003 0.043 0.018 -0.05
C 4.57086 2.41977 1.46791 0.019 -0.028 -0.011 -0.05
C 3.38720 2.94584 0.97081 -0.002 0.001 -0.004 -0.01
C 2.62550 2.24723 0.03934 -0.017 -0.033 0.016 -0.14
C 1.35901 2.76865 -0.53320 -0.054 0.051 0.030 -0.19
C 1.22685 4.13777 -0.77421 -0.004 0.003 -0.014 -0.02
C 0.08492 4.65072 -1.36652 0.005 -0.008 0.001 -0.06
C -0.93031 3.79093 -1.75874 0.010 -0.003 -0.014 -0.07
C -0.80399 2.42914 -1.52299 0.095 0.017 -0.154 -0.15
C 0.31049 1.89866 -0.88000 -0.067 0.030 0.021 -0.25
H 2.79751 -0.57542 -1.63616 -0.010 0.018 0.002 0.09
H 2.13757 0.83390 -2.16560 0.016 -0.017 0.004 0.13
H 4.63929 -0.49374 -0.25491 0.002 0.004 -0.003 0.12
H 5.95054 0.77347 1.41993 0.002 0.002 0.002 0.12
H 5.14227 2.98111 2.19432 0.001 -0.005 0.003 0.12
H 3.03882 3.90730 1.32476 0.000 0.000 -0.001 0.12
H 2.04336 4.80468 -0.52781 -0.005 0.003 0.008 0.12
H 0.00488 5.71270 -1.55470 -0.001 0.001 0.003 0.12
H -1.80833 4.17854 -2.26006 0.004 0.007 -0.013 0.11
H -1.58747 1.76275 -1.86940 0.039 0.019 -0.004 0.07
C -0.74593 -0.57906 4.61368 0.104 0.074 -0.040 0.01
C -0.81315 -0.36424 3.12571 -0.063 -0.040 0.173 -0.36
O -0.28440 -1.14389 2.35765 -0.072 -0.245 0.016 0.00
C -1.57469 0.80918 2.60524 0.048 0.085 0.094 -0.08
C -1.92347 1.85996 3.45698 -0.083 -0.070 0.059 0.01
C -2.64152 2.95647 3.01144 -0.008 -0.021 -0.030 -0.03
C -3.04482 3.01689 1.68659 0.032 -0.027 0.053 -0.02
C -2.70921 1.98931 0.81766 -0.003 -0.013 -0.030 -0.03
C -1.96992 0.91545 1.27457 0.040 0.260 0.013 -0.29
O -1.60009 -0.07399 0.32916 0.179 -0.403 -0.120 -0.43
H -0.29845 -1.54911 4.80826 -0.012 -0.021 -0.001 0.09
H -1.73362 -0.51964 5.07118 -0.004 -0.003 -0.001 0.10
H -0.12261 0.18715 5.08075 -0.016 0.010 -0.013 0.10
H -1.63195 1.81148 4.49624 0.023 0.010 0.012 0.12
H -2.89275 3.75282 3.69791 0.016 0.009 -0.009 0.12
H -3.60261 3.86728 1.31874 -0.018 -0.009 0.005 0.13
H -2.98275 2.05219 -0.22546 -0.048 -0.029 0.054 0.11

=====

39
Properties=species:S:1:pos:R:3:forces:R:3:nbo_charge:R:1 method="wB97M-V/def2-TZVPD" s2=0.757 lumo_ha="-0.125 / -0.425" multiplicity=2 homo_lumo_gap_ev="10.8663 / 2.4555" e_above_lowest_kcal_mol=92.2 total_charge=+1
O -2.83005 2.46290 0.38475 2.161 -0.070 1.998 -0.83
H -1.89386 2.29387 0.78086 -2.384 0.142 -1.099 0.49
H -2.82537 2.00660 -0.44549 0.080 -0.357 -1.316 0.49
O -1.03538 1.11761 2.09166 0.351 -1.576 -2.817 -0.99
H -0.77471 0.36952 2.61280 0.418 -0.344 0.901 0.52
H -1.23300 1.85627 2.59565 -0.469 1.816 2.184 0.49
O 0.34365 3.89273 -0.68372 -1.146 -1.562 -1.565 -0.94
H 0.53314 4.22304 0.17122 0.152 0.487 1.378 0.48
H -0.39813 3.23952 -0.62734 0.941 1.119 0.248 0.46
O -1.07106 -1.40577 -0.18656 1.278 2.171 0.090 -0.88
H -1.80630 -1.84507 0.13784 -2.499 -2.325 0.893 0.48
H -1.15323 -0.62510 0.40062 0.802 0.120 -0.385 0.50
O -4.01687 -0.20531 0.65701 -0.748 -1.075 3.949 -0.70
H -4.07771 0.59107 1.23097 0.020 -0.172 -0.793 0.52
H -3.71707 -0.00018 -0.17779 0.813 1.448 -3.422 0.48
O 1.44417 -0.37613 3.51442 -5.557 -1.030 0.661 -0.95
H 2.21126 -0.79593 3.36952 4.492 -1.732 -0.767 0.48
H 1.48245 0.53307 3.56069 0.969 2.791 0.037 0.48
O 2.67457 -2.19529 -0.94627 -1.525 0.749 -2.205 -1.00
H 3.60364 -2.22449 -1.14863 0.989 -0.245 0.121 0.51
H 2.28549 -1.87094 -1.83235 0.528 -0.551 1.974 0.52
O 0.96103 -3.95557 0.40287 -0.723 -0.265 0.187 -0.59
H 1.59595 -3.23476 0.43617 0.743 0.688 0.072 0.51
H 0.81152 -4.04244 -0.54684 -0.056 -0.424 -0.271 0.48
O 4.26783 -1.10026 0.97174 0.231 0.043 0.272 -0.97
H 3.38946 -1.25567 0.59123 0.184 0.649 0.525 0.48
H 4.28267 -0.33482 1.57558 -0.420 -0.491 -0.635 0.49
O 2.10487 1.27677 0.56613 1.120 0.601 2.831 -0.93
H 2.41841 0.84111 -0.17436 1.024 -1.249 -2.355 0.47
H 1.22359 1.51091 0.41808 -2.060 0.634 -0.414 0.46
O -3.18062 0.42997 -2.44324 -0.964 -2.611 1.312 -0.91
H -3.19482 -0.54827 -2.23384 -1.613 0.945 -0.536 0.45
H -2.24943 0.34942 -2.44763 2.626 1.716 -0.536 0.48
O 0.28768 -1.72180 -2.42305 -1.586 -0.431 0.806 -0.93
H -0.65228 -1.50765 -2.17036 1.368 0.369 -0.854 0.48
H 0.35823 -2.40860 -1.73927 0.524 0.164 -0.383 0.45
O -0.39306 1.42927 -2.07510 -3.414 -5.417 1.994 -0.95
H 0.39425 1.00792 -1.81787 1.600 -0.985 0.345 0.48
H -0.17092 2.22248 -2.35007 1.749 6.258 -2.422 0.48

=====

19
Properties=species:S:1:pos:R:3:forces:R:3:nbo_charge:R:1 method="wB97M-V/def2-TZVPD" lumo_ha=-0.130 homo_lumo_gap_ev=9.3943 e_above_lowest_kcal_mol=136.0 total_charge=+1
C -0.90370 -1.57621 0.53802 -0.980 -0.688 -1.074 -0.42
C -1.47540 -0.37915 0.39290 1.077 0.295 0.194 -0.18
C 1.24727 -0.86182 -0.10726 0.858 0.460 -1.689 0.27
C -1.75149 0.43364 -0.82634 -3.009 -1.861 1.123 -0.67
N 1.49670 -0.26734 1.23176 1.034 -2.692 0.102 -0.75
N 1.29447 0.12097 -0.99792 -1.064 -0.745 0.698 -0.43
N 1.40787 1.50767 -0.65136 -0.138 -0.070 -0.953 -0.69
H -0.69962 -1.95822 1.53877 -0.163 -0.215 -0.277 0.21
H -0.74334 -2.25543 -0.33099 -0.190 0.548 1.006 0.24
H -1.63365 0.22415 1.25763 -0.229 0.162 1.042 0.18
H -1.27531 1.37152 -0.73776 0.561 0.957 -0.510 0.21
H -2.87134 0.64633 -0.65798 1.425 -0.073 -0.995 0.26
H -1.59773 -0.18119 -1.70575 0.015 0.519 -0.483 0.22
H 0.64863 -0.34426 1.71514 -1.873 -0.185 0.937 0.45
H 1.73689 0.65920 1.21650 1.348 3.363 -0.048 0.42
H 0.87484 -0.08703 -1.92441 0.813 0.031 0.792 0.43
H 1.54849 1.97179 -1.57827 -0.310 0.065 1.529 0.41
H 2.15401 -0.82285 1.78498 0.262 0.011 -0.362 0.45
H 0.54241 1.79824 -0.15766 0.560 0.119 -1.032 0.37